This record from the OMol25 dataset describes a cluster of 10 separate species, H20O10 in total in a non-equilibrium geometry. The level of theory is ωB97M-V with the def2-TZVPD basis set.

Geometry as XYZ:
```
30
H20O10 (ωB97M-V with the def2-TZVPD basis set)
O -0.283 -0.466 0.686
H 0.070 0.290 1.169
H -1.230 -0.435 0.862
O 1.643 2.848 0.619
H 1.652 3.223 1.507
H 1.099 3.460 0.112
O -2.792 3.002 -1.772
H -3.419 3.316 -2.434
H -3.327 2.462 -1.180
O -3.329 -2.634 -0.364
H -3.776 -2.553 0.487
H -3.818 -2.038 -0.942
O -3.729 0.153 2.375
H -3.629 1.084 2.148
H -4.357 -0.181 1.724
O 4.009 0.551 1.282
H 4.342 1.307 1.779
H 4.726 -0.092 1.323
O -1.120 -2.408 -0.217
H -1.721 -1.867 0.307
H -1.191 -2.044 -1.106
O 3.268 -0.394 -0.241
H 2.770 -0.919 0.395
H 2.814 -0.547 -1.078
O 3.263 -2.400 -0.926
H 2.912 -2.990 -1.602
H 3.364 -2.964 -0.151
O 0.262 0.880 -1.521
H 0.767 0.934 -2.341
H 0.761 1.423 -0.902
```

The calculation puts the LUMO energy at -0.2 eV. The largest force on an atom comes out at 4.71 eV Å⁻¹. The SMILES is O.O.O.O.O.O.O.O.O.O. For the total energy, the calculation gives -764.1933 a.u. For the energy above the lowest of the compared OMol25 structures with the same formula, charge and spin, the calculation gives 757.68 kJ/mol.